DFT (ωB97M-V/def2-TZVPD) results for a cluster of 2 separate species, C7H14N2 in total in a non-equilibrium geometry.

Computed properties:
* E_LUMO: 0.92 eV
* max |F|: 4.16 eV/A
* multiplicity: 1
* SMILES string: Cc1c[nH]cn1.CCC
* electronic energy: -384.5603 Eh
* frontier orbital gap: 9.412 eV
* energy above the lowest of the compared OMol25 structures with the same formula, charge and spin: 1.947 eV
* highest occupied orbital energy: -8.5 eV

Geometry as XYZ:
```
23
Properties=species:S:1:pos:R:3:forces:R:3
C 1.3756 0.9123 0.7186 1.78 0.13 1.07
C 1.8906 1.8517 1.8464 1.05 1.45 0.30
C 2.5559 -0.0343 0.4023 0.82 0.82 -0.24
H 0.6262 0.2089 1.0731 -0.42 0.42 0.32
H 0.9087 1.4901 -0.1010 0.77 -0.15 0.51
H 2.7280 1.4542 2.5191 -1.59 -0.19 -0.78
H 2.2263 -0.8663 -0.1487 -0.43 -0.85 -1.75
H 1.0368 2.1953 2.4390 0.32 0.00 0.24
H 2.4364 2.8099 1.5081 -1.11 -1.31 -0.18
H 3.4808 0.4566 -0.1163 -1.56 -0.99 1.30
H 2.7395 -0.6222 1.3298 0.73 1.10 -0.18
C -0.2570 -0.1128 -1.8006 -0.03 -3.31 -2.51
C -2.6900 -1.3993 0.5866 1.49 -0.87 0.99
C -1.4565 -0.6351 -1.0744 -2.15 -1.29 1.49
C -2.7493 -0.8982 -1.5374 2.51 0.50 1.25
N -1.4177 -1.0334 0.3140 -2.71 0.48 -1.56
N -3.5528 -1.3902 -0.5135 3.52 1.53 0.62
H -2.9354 -1.7416 1.6524 -0.05 0.43 -2.07
H -4.3800 -1.8916 -0.6810 -1.09 -0.44 0.28
H -3.0397 -0.5517 -2.4698 -1.19 0.01 -1.56
H 0.4965 -0.9958 -1.9937 -1.73 1.01 -0.37
H 0.4000 0.3506 -1.1871 1.13 2.16 1.69
H -0.4228 0.4427 -2.7658 -0.05 -0.65 1.14
```
Forces are in eV/Å.